[1]
Here is C25H23AuI2NO2P as an isolated structure from the OMol25 dataset. Energies are from ωB97M-V/def2-TZVPD.

The geometry in ORCA input format:
```
! wB97M-V def2-TZVPD RIJCOSX def2/J DEFGRID3
* xyz 0 1
Au 0.5780 0.0956 -0.4210
I 3.1509 0.5361 4.5294
C 1.3341 -0.3189 3.9935
C 0.5924 -1.0121 4.9536
C -0.6126 -1.5918 4.6488
I -1.6360 -2.6202 6.1479
C -1.1317 -1.4816 3.3347
C -2.3629 -2.0301 2.9134
C -2.7725 -1.8967 1.6176
C -1.9469 -1.2205 0.7115
N -0.7971 -0.6908 1.0750
C -0.3717 -0.7881 2.3631
C 0.9235 -0.1761 2.6586
O 1.5908 0.4040 1.7566
H 0.9891 -1.0971 5.9568
H -2.9739 -2.5636 3.6295
H -3.7108 -2.3128 1.2792
H -2.2259 -1.1136 -0.3280
C 3.4894 0.4777 -2.0112
P 1.6993 0.5149 -2.2977
C 1.4016 -0.6908 -3.6227
C 2.4231 -1.4188 -4.2217
C 2.1375 -2.3169 -5.2438
C 0.8331 -2.4837 -5.6785
C -0.1934 -1.7606 -5.0822
C 0.0889 -0.8769 -4.0555
C 1.3973 2.1227 -3.0800
C 1.7744 2.3663 -4.3993
C 1.5845 3.6205 -4.9566
C 1.0201 4.6398 -4.1993
C 0.6419 4.4024 -2.8864
C 0.8263 3.1446 -2.3286
H 4.0545 0.6875 -2.9195
H 3.7504 -0.4985 -1.6020
H 3.7166 1.2352 -1.2614
H 3.4461 -1.3042 -3.8897
H 2.9392 -2.8855 -5.6976
H 0.6119 -3.1811 -6.4764
H -1.2155 -1.8937 -5.4130
H -0.7129 -0.3266 -3.5757
H 2.2049 1.5705 -4.9970
H 1.8743 3.8034 -5.9835
H 0.8710 5.6190 -4.6364
H 0.1982 5.1934 -2.2959
H 0.5242 2.9493 -1.3060
C 1.7280 -3.2994 1.7782
C 2.7589 -2.5332 0.9900
C 4.0372 -2.1792 1.7002
O 2.5507 -2.1691 -0.1474
H 2.1024 -4.3118 1.9533
H 0.7888 -3.3482 1.2309
H 1.5749 -2.8402 2.7581
H 4.3407 -2.9545 2.4034
H 3.8504 -1.2616 2.2758
H 4.8272 -1.9815 0.9784
*
```

Computed properties:
LUMO level = 0.00165 Ha
gap between HOMO and LUMO = 7.082 eV
relative energy (zero: lowest compared OMol25 entry of this formula, charge and spin) = 0.000 eV

=====

[2]
Here is a 12-piece molecular cluster, C25H23BCl44F5O3S overall from the OMol25 dataset. Energies are from ωB97M-V/def2-TZVPD.

The geometry in ORCA input format:
```
! wB97M-V def2-TZVPD RIJCOSX def2/J DEFGRID3
* xyz -1 1
C 2.8035 -2.7047 4.4580
C 2.9578 -1.9010 3.5686
B 3.1811 -1.0071 2.2727
C 4.7954 -0.9746 1.9847
C 5.3079 -2.3216 1.4463
C 6.7134 -2.5536 1.9500
O 7.2633 -3.8124 1.5355
C 2.3599 -1.6149 0.9961
C 0.8559 -1.3239 0.9210
C 0.0592 -1.8827 2.1029
C -1.2882 -2.5195 1.6831
C -1.6561 -3.7421 2.5495
C -2.4660 -3.2933 3.7755
C -2.3158 -4.2813 4.9348
S 2.6475 0.7686 2.8186
O 1.3900 0.8132 3.5485
O 3.7396 1.3385 3.5909
C 2.5000 1.9568 1.3494
F 2.5626 1.3211 0.1618
F 3.5524 2.8147 1.4051
C 1.2528 2.8609 1.4139
F 0.1119 2.1442 1.3755
F 1.2673 3.6029 2.5366
F 1.2397 3.6891 0.3384
H 2.6372 -3.3831 5.2532
H 5.3026 -0.7676 2.9225
H 4.9943 -0.1660 1.2800
H 5.3239 -2.2794 0.3604
H 4.6555 -3.1321 1.7550
H 7.3665 -1.7576 1.6032
H 6.6828 -2.5036 3.0375
H 7.0926 -4.4224 2.2520
H 2.8471 -1.2630 0.0835
H 2.5054 -2.6934 1.0106
H 0.6938 -0.2569 0.7820
H 0.4761 -1.7968 0.0136
H -0.1975 -1.0542 2.7545
H 0.6194 -2.6243 2.6564
H -2.0724 -1.7826 1.8564
H -1.3196 -2.7438 0.6195
H -0.7437 -4.2234 2.8821
H -2.2804 -4.3989 1.9488
H -2.1336 -2.3075 4.0873
H -3.5161 -3.2279 3.5026
H -2.6783 -3.8641 5.8687
H -2.8391 -5.2098 4.7308
H -1.2588 -4.4998 5.0466
C -6.5894 1.3495 1.0802
Cl -5.0130 2.1282 0.9952
Cl -6.7003 0.1090 -0.1754
Cl -6.7970 0.5996 2.6667
Cl -7.8562 2.5661 0.8423
C -6.3608 -0.9497 7.0534
Cl -6.8948 -2.5944 7.4276
Cl -7.0672 0.1775 8.2191
Cl -4.6040 -0.8660 7.1298
Cl -6.8955 -0.5018 5.4294
C 3.1634 2.2255 -3.7473
Cl 4.8926 2.0197 -3.4770
Cl 2.9034 3.2281 -5.1855
Cl 2.4292 0.6195 -3.9698
Cl 2.4246 3.0097 -2.3603
C 9.0761 2.2432 -3.7463
Cl 8.1389 2.8563 -5.1113
Cl 9.5084 3.5726 -2.6700
Cl 8.0965 1.0621 -2.8803
Cl 10.5486 1.4672 -4.3479
C -7.5222 -2.7906 -3.1094
Cl -7.5642 -4.5115 -3.5077
Cl -9.1021 -2.2863 -2.5022
Cl -6.3050 -2.5018 -1.8663
Cl -7.1203 -1.8597 -4.5554
C -0.6606 1.3579 6.4951
Cl 0.0135 -0.2203 6.1120
Cl -0.0784 1.8777 8.0892
Cl -0.1906 2.5240 5.2706
Cl -2.4359 1.2414 6.5477
C -10.1308 -1.5680 1.4167
Cl -9.9473 -0.0163 0.5838
Cl -10.7225 -1.2772 3.0561
Cl -11.3015 -2.5658 0.5391
Cl -8.5923 -2.4218 1.4956
C 4.2738 0.2172 -8.3754
Cl 4.4253 1.8839 -8.9580
Cl 5.8682 -0.5445 -8.3652
Cl 3.6032 0.2314 -6.7446
Cl 3.1898 -0.6750 -9.4450
C 8.7022 4.2270 -8.8992
Cl 9.9697 3.4892 -7.9217
Cl 9.1536 4.1642 -10.6074
Cl 7.1920 3.3407 -8.6563
Cl 8.4831 5.9097 -8.4092
C -9.8278 6.3966 0.1395
Cl -10.2093 4.7166 0.5304
Cl -10.6407 7.4652 1.2873
Cl -8.0839 6.6373 0.2391
Cl -10.3836 6.7591 -1.4979
C -0.2900 1.8916 -10.1122
Cl 0.1095 3.5204 -10.6699
Cl 0.0945 0.7265 -11.3863
Cl 0.6483 1.5158 -8.6710
Cl -2.0145 1.8044 -9.7392
*
```

Computed properties:
LUMO level = 0.04412 Ha
gap between HOMO and LUMO = 7.330 eV

=====

[3]
Here is C25H23BrF3FeN3OP as an isolated structure from the OMol25 dataset. Energies are from ωB97M-V/def2-TZVPD.

The geometry in ORCA input format:
```
! wB97M-V def2-TZVPD RIJCOSX def2/J DEFGRID3
* xyz 2 2
Fe -0.0943 -0.3931 0.9688
Br -3.3091 -0.1469 -5.9531
C -2.8276 -0.3897 -4.1386
C -3.7990 -0.2115 -3.1332
C -3.4554 -0.3305 -1.8202
C -2.1066 -0.5957 -1.4219
O -1.7582 -0.5629 -0.2077
C -1.1565 -0.9019 -2.4727
C 0.0931 -1.5147 -2.1610
N 0.6067 -1.6018 -0.9803
C 1.6642 -2.4565 -0.7029
C 2.5168 -3.0042 -1.6523
C 3.4409 -3.9937 -1.3142
C 3.5263 -4.4575 -0.0274
C 2.7123 -3.8999 0.9828
C 2.7603 -4.3419 2.3201
C 1.9547 -3.7446 3.2560
C 1.1229 -2.6912 2.8577
N 1.0446 -2.2586 1.6160
C 1.8004 -2.8558 0.6613
C -1.5409 -0.7723 -3.8070
H -4.8125 0.0241 -3.4175
H -4.1922 -0.2050 -1.0433
H 0.5645 -2.0178 -3.0064
H 2.4705 -2.6769 -2.6805
H 4.0699 -4.4055 -2.0885
H 4.2144 -5.2494 0.2294
H 3.4274 -5.1496 2.5817
H 1.9558 -4.0693 4.2840
H 0.5041 -2.1826 3.5879
H -0.8265 -0.9825 -4.5883
C 1.6301 1.4354 -1.8147
P 1.6245 1.1784 0.0058
C 1.6622 2.9252 0.5665
C 3.3732 0.6752 0.2874
H 2.4043 2.1538 -2.0890
H 0.6627 1.8154 -2.1389
H 1.8334 0.4991 -2.3293
H 2.5229 3.4198 0.1150
H 1.7478 2.9918 1.6490
H 0.7554 3.4391 0.2538
H 4.0353 1.4064 -0.1799
H 3.5593 -0.3043 -0.1522
H 3.5918 0.6270 1.3542
F -3.7640 5.7966 1.4930
C -4.1651 4.7416 2.2089
F -5.3759 4.3969 1.7584
F -4.2888 5.1242 3.4747
C -3.1799 3.6001 2.0531
C -2.7154 2.8850 3.1450
C -1.7957 1.8694 2.9202
N -1.3158 1.5798 1.7169
C -1.7682 2.2767 0.6750
C -2.7133 3.2792 0.7837
H -3.0550 3.1020 4.1446
H -1.4238 1.2828 3.7482
H -1.3507 2.0296 -0.2920
H -3.0623 3.8133 -0.0860
*
```

Computed properties:
LUMO level (alpha / beta) = -0.33183 / -0.32227 Ha
<S²> = 1.033
gap between HOMO and LUMO (alpha / beta) = 4.524 / 4.680 eV
relative energy (zero: lowest compared OMol25 entry of this formula, charge and spin) = 3.851 eV

=====

[4]
Here is C25H23Cl5N7SV as an isolated structure from the OMol25 dataset. Energies are from ωB97M-V/def2-TZVPD.

The geometry in ORCA input format:
```
! wB97M-V def2-TZVPD RIJCOSX def2/J DEFGRID3
* xyz 1 4
V 0.2537 -0.2914 -0.8345
C 2.2192 -1.1540 1.3245
N 0.8153 -0.7190 1.4520
C -0.0971 -1.8616 1.6208
C 0.0718 -2.8095 0.4662
C -0.0733 -4.1760 0.6182
C 0.1650 -5.0065 -0.4670
C 0.6031 -4.4378 -1.6529
C 0.7378 -3.0650 -1.7257
N 0.4441 -2.2499 -0.7002
C 0.6861 0.1907 2.5997
C -0.5310 1.0876 2.6670
C -0.7196 1.8788 3.7979
C -1.8343 2.6946 3.8644
C -2.7317 2.6839 2.8071
C -2.4653 1.8576 1.7310
N -1.3847 1.0784 1.6601
C 2.9177 -0.4291 0.2045
C 4.2948 -0.2830 0.2190
C 4.9272 0.3950 -0.8106
C 4.1349 0.9548 -1.8024
C 2.7675 0.7749 -1.7455
N 2.1530 0.0562 -0.7921
H 2.7672 -1.0011 2.2580
H 2.2614 -2.2234 1.1158
H 0.0906 -2.3923 2.5639
H -1.1180 -1.4742 1.6481
H -0.3657 -4.5845 1.5763
H 0.0362 -6.0766 -0.3783
H 0.8343 -5.0477 -2.5143
H 1.0945 -2.5857 -2.6270
H 0.6973 -0.3896 3.5329
H 1.5761 0.8216 2.6123
H -0.0033 1.8444 4.6103
H -2.0056 3.3164 4.7332
H -3.6218 3.2971 2.8252
H -3.1356 1.8146 0.8815
H 4.8671 -0.7006 1.0377
H 6.0042 0.4898 -0.8304
H 4.5703 1.5214 -2.6135
H 2.1256 1.2152 -2.4888
Cl -2.2114 -0.8591 -0.8738
C -1.7648 -0.8030 -2.5506
C -0.4214 -0.5258 -2.7593
C -0.0548 -0.5163 -4.1052
Cl 1.6144 -0.3463 -4.5426
C -0.9716 -0.7075 -5.1436
Cl -0.4626 -0.6363 -6.7854
C -2.3103 -0.9737 -4.8581
Cl -3.4416 -1.2405 -6.1206
C -2.7160 -1.0436 -3.5295
Cl -4.3382 -1.4263 -3.1108
N 1.6847 2.9187 0.7149
N 1.0445 3.9154 -0.0029
C 0.1105 3.6596 -0.9437
N -0.5167 4.7541 -1.4165
S -0.3010 2.1664 -1.5766
H 1.5123 3.0583 1.7019
H 2.6829 2.9517 0.5431
H 1.1970 4.8779 0.2570
H -0.1836 5.6856 -1.2275
H -1.1196 4.6240 -2.2101
*
```

Computed properties:
LUMO level (alpha / beta) = -0.08498 / -0.09007 Ha
<S²> = 3.769
gap between HOMO and LUMO (alpha / beta) = 7.242 / 8.274 eV
relative energy (zero: lowest compared OMol25 entry of this formula, charge and spin) = 1.319 eV